This record from the OMol25 dataset describes a cluster of 8 separate species, C62H59Br2IN4O33P in total at a distorted geometry. The level of theory is the ωB97M-V functional and the def2-TZVPD basis.

Properties
* HOMO level: -10.89 eV
* F_max: 9.07 eV/A
* LUMO energy: -0.137 Ha
* net charge: +1

Last column: Mulliken charge in e.
Cartesian coordinates (Å):
I: 5.2979 6.4386 6.0819  -0.061
Br: 1.0130 1.9629 -0.7818  -0.123
Br: -2.0605 4.7392 2.0181  -0.044
P: 4.3874 5.6448 3.8841  0.117
O: -2.4486 -3.6382 0.9502  -0.597
O: 2.9566 -5.3376 -12.3204  -0.565
O: -1.9134 -0.9470 0.8874  -0.362
O: 5.7111 3.0623 0.2100  -0.537
O: 1.7066 -7.5839 -6.7402  -0.509
O: 2.3357 -5.8714 6.1458  -0.559
O: -4.0672 7.7328 -1.2462  -0.620
O: -1.2338 2.5330 8.8466  -0.343
O: 0.0838 -7.1640 -9.0383  -0.635
O: -1.7341 -1.7183 -6.3631  -0.531
O: -4.8654 6.7811 1.6777  -0.415
O: -4.6024 5.0416 -1.1834  -0.469
O: -4.9993 8.1214 -5.8661  -0.557
O: -2.8455 -0.5584 -3.7324  -0.638
O: -0.9226 -4.7185 -8.3032  -0.509
O: 3.4852 -2.5814 9.3420  -0.631
O: 2.2542 -10.0002 -7.9217  -0.598
O: -3.4665 -3.2308 -3.6496  -0.588
O: 1.5023 -12.4580 -3.9525  -0.559
O: -0.4317 -0.9526 -8.6546  -0.684
O: 3.8115 -0.8387 -6.5702  -0.581
O: 5.6077 -4.0202 10.3216  -0.555
O: 2.0155 -2.8856 -11.5235  -0.624
O: 0.8682 -10.0517 -2.7944  -0.618
O: 2.5217 -1.6905 -4.3019  -0.645
O: 6.4297 0.7689 0.5044  -0.338
O: -2.2073 0.4141 9.4392  -0.488
O: -5.6203 5.4490 -5.7833  -0.597
O: -10.0812 7.0429 3.7506  -0.556
O: -8.1345 5.4270 4.8149  -0.595
O: -6.7866 8.4626 0.6698  -0.595
O: 3.0435 6.7279 3.5972  -0.424
O: 4.4026 -7.3480 7.1854  -0.592
N: 0.9614 1.7675 2.8492  0.876
N: 2.1444 2.0144 3.5308  -0.009
N: 3.8778 3.9418 4.0217  0.487
N: 1.6814 4.1556 2.6217  -0.469
C: -2.2542 -1.4610 -0.1727  0.742
C: 0.5212 -3.7416 -9.9027  -0.843
C: 6.1635 2.1077 1.0535  0.392
C: -1.4817 1.2271 4.8416  -0.319
C: -4.9016 7.4035 -4.6882  0.318
C: 3.6927 -3.6717 8.8211  1.056
C: -0.3646 -1.5268 -6.3741  0.390
C: 0.3952 0.3124 9.2209  -0.293
C: 5.3084 0.2621 -0.3040  0.016
C: 0.3659 -1.7174 -5.2738  -0.773
C: 5.4195 1.8368 3.7055  -0.391
C: -5.2473 5.9557 -4.7311  0.901
C: -7.1201 7.7570 1.6153  0.877
C: 1.6302 -8.7622 -6.0206  0.296
C: 1.9528 -10.0292 -6.7337  0.944
C: 0.3978 -1.0782 8.6761  -0.348
C: 4.8184 -4.5198 9.3020  0.325
C: 1.2786 -8.7615 -4.7333  -0.793
C: -2.9661 -3.5002 -1.3540  -0.949
C: -7.8105 6.1082 3.8478  0.861
C: -8.8050 7.0198 3.2186  0.362
C: -0.6089 3.5768 1.2752  -0.033
C: 2.4461 -1.0571 -6.5667  0.273
C: -2.7478 -1.2763 -2.5546  0.301
C: -6.1334 6.8246 2.2276  0.305
C: -4.7270 5.7655 -2.3550  0.233
C: -1.7164 3.4813 -1.2475  -0.894
C: 0.6415 3.1263 2.2379  -0.386
C: -2.3583 -0.6898 -1.4210  -0.777
C: 3.1077 -5.3838 7.1844  0.359
C: -0.5551 3.0917 -0.1565  0.434
C: 2.0117 -5.2291 -11.3167  0.410
C: 2.7076 3.4262 3.4603  0.008
C: 1.2023 -10.0190 -3.9740  0.891
C: 0.1372 0.4992 2.7181  -0.764
C: -1.8998 3.3590 6.5562  -0.632
C: 1.7159 -0.8700 -7.6678  -0.764
C: -1.0675 1.1071 9.1682  0.448
C: 0.0427 -4.8248 -9.2875  0.243
C: -3.0936 -2.7241 -2.5974  0.934
C: -5.1198 5.1796 -3.4877  -0.811
C: 5.0585 -5.7199 8.7703  -0.834
C: -6.4585 6.0581 3.2704  -0.874
C: 4.2159 -6.2431 7.6839  0.782
C: -0.6532 2.8815 7.5380  -0.211
C: -8.4791 7.7890 2.1780  -0.925
C: 1.5359 -6.3122 -10.6992  -0.925
C: 1.5461 -3.8632 -10.9508  0.706
C: 1.8998 -11.2840 -5.9675  -0.924
C: 6.4176 2.5776 2.6180  -0.356
C: -4.4080 7.2188 -2.3063  1.067
C: 5.4306 0.6645 -1.9224  -0.645
C: -1.7665 2.8358 5.0056  0.015
C: 0.5284 -6.1892 -9.6341  0.830
C: 2.8653 -4.1852 7.7183  -0.813
C: -1.4290 0.7207 3.2529  -0.197
C: 0.2633 -1.1018 -7.6552  0.756
C: -4.5121 7.9900 -3.5546  -0.925
C: 4.7254 2.9011 4.7833  -0.866
C: 1.5515 -11.2826 -4.6793  0.365
C: -2.5732 -2.9143 -0.2213  0.293
C: 1.8222 -1.5089 -5.2922  0.921
H: 4.6268 1.2403 3.0719  0.177
H: 1.0394 -7.8482 -4.2033  0.442
H: 6.3487 3.7553 2.6718  0.170
H: 5.2313 -3.1386 10.5348  0.343
H: 0.6388 -0.4565 3.1895  0.373
H: 0.0692 0.2765 1.5476  -0.009
H: 1.3460 0.8641 9.6263  0.345
H: -9.1914 8.4579 1.7122  0.434
H: 0.0300 2.0535 7.0712  0.100
H: 1.0853 -1.9029 9.1471  0.183
H: -2.8138 3.0561 4.4772  0.168
H: 6.4360 0.3131 -2.4070  0.313
H: -0.0772 -2.0285 -4.3364  0.493
H: 1.8671 -7.3108 -10.9535  0.487
H: 5.4015 -0.9268 -0.2862  0.297
H: 2.7083 -6.7556 5.9367  0.354
H: 0.0563 3.8199 7.7280  0.292
H: -2.7749 3.6076 -0.7628  0.292
H: -2.1061 0.3622 -1.3751  0.527
H: 0.1787 -2.7437 -9.6591  0.764
H: -2.4002 0.6618 5.3264  0.330
H: -1.1018 -5.6393 -8.0129  0.327
H: 1.2237 -12.1942 -3.0484  0.348
H: -4.3060 5.6889 -0.5070  0.157
H: -2.0327 -1.5188 -7.2772  0.347
H: 7.5157 2.2361 2.8991  0.374
H: -5.3571 4.1246 -3.5368  0.493
H: -1.9791 1.4512 2.5181  0.085
H: -1.9258 -0.3612 3.1661  0.331
H: 2.1567 -0.5439 -8.6014  0.496
H: 4.1109 -1.0440 -5.6578  0.326
H: -1.6806 2.6688 -2.1075  0.267
H: -10.0654 6.4017 4.4943  0.352
H: -0.3336 -1.2726 7.7528  0.211
H: 4.0293 2.2895 5.5357  0.258
H: 5.8718 -6.3477 9.1117  0.420
H: 1.9793 -7.8484 -7.6457  0.281
H: -0.9837 3.5311 4.4740  -0.103
H: -3.2033 -4.5552 -1.4032  0.470
H: -4.2599 9.0420 -3.5088  0.446
H: -0.4799 0.8510 5.3246  0.077
H: 4.2513 0.6031 0.1104  -0.015
H: 4.5367 0.1124 -2.4893  0.087
H: 5.2220 1.8258 -2.1035  0.231
H: 6.0536 1.0182 4.2910  0.464
H: -3.1477 -1.2045 -4.4074  0.272
H: 2.5978 1.2289 4.0729  0.382
H: -5.3014 7.4753 -6.5410  0.351
H: 2.1539 -12.1955 -6.4932  0.418
H: 5.5688 3.4001 5.4239  0.388
H: 3.1402 -4.4163 -12.6065  0.349
H: -2.1523 -2.9908 1.6267  0.324
H: -4.8795 7.4268 0.9380  0.208
H: -1.8221 4.5490 6.5109  0.270
H: 2.7017 7.1128 4.4764  0.329
H: -5.7506 5.3777 3.7266  0.573
H: -2.9634 3.1428 7.0325  0.337
H: -1.3858 4.5178 -1.7310  0.369
H: 2.0616 -3.5511 7.3664  0.380


This record from the OMol25 dataset describes a cluster of 8 separate species, C62H71F4N3S in total at a distorted geometry. The level of theory is the ωB97M-V functional and the def2-TZVPD basis.

Properties
* structure (SMILES): CCCCCCCCc1c(F)c(CCCCCN)c(C(F)(F)F)c2nsnc12.c1ccccc1.c1ccccc1.c1ccccc1.c1ccccc1.c1ccccc1.c1ccccc1.c1ccccc1
* HOMO level: -8.97 eV
* F_max: 7.26 eV/A
* LUMO energy: -0.080 Ha

Last column: Mulliken charge in e.
Cartesian coordinates (Å):
S: 1.9351 -1.9618 -3.7140  0.197
F: -0.2770 -2.6969 0.4428  -0.191
F: 0.8705 -4.3950 1.6646  -0.241
F: 0.7267 -2.1557 2.5527  -0.256
F: 6.4165 -2.0752 1.3224  -0.438
N: 3.6890 -1.7412 -3.5003  -0.519
N: 1.2948 -2.2972 -2.1073  -0.380
N: 4.1272 -6.3366 -0.1826  -0.478
C: 0.9184 -2.9445 1.3093  0.692
C: 10.8027 -2.2834 0.8076  -0.761
C: -10.1657 6.1040 2.1545  -0.275
C: 3.9271 -2.8167 2.9951  -0.750
C: -2.6932 0.1038 -6.9061  -0.496
C: -1.5988 -0.9349 -1.6076  -0.013
C: -5.7742 -2.9423 -1.0096  0.141
C: -11.8928 10.2175 8.5298  -0.332
C: -3.3341 0.5792 -0.8780  -0.402
C: -12.2645 6.2011 0.9618  -0.383
C: 13.4250 1.4261 -2.7674  -0.369
C: 3.8114 -7.1021 1.0833  -0.472
C: -3.6976 -0.8378 -2.8003  -0.863
C: 0.0666 -0.3025 -6.9428  -0.417
C: -2.0451 -0.1754 -8.1089  -0.364
C: 5.1602 -2.1803 0.5449  0.024
C: -13.5339 9.3378 6.4524  -0.382
C: -7.1296 -2.6934 -1.2234  -0.385
C: -4.8611 3.9905 -1.8245  -0.418
C: -4.1533 0.1429 -1.9190  -0.432
C: 4.9172 -4.1178 3.2505  0.180
C: -5.3575 -4.1976 -0.5655  -0.598
C: 5.2335 -1.9221 -1.0924  0.176
C: -13.1704 10.7548 8.3747  -0.375
C: 11.8767 1.6027 -4.6132  -0.362
C: 2.3444 -2.6231 0.5360  -0.161
C: 3.7838 -2.5473 1.3746  0.269
C: 2.4613 -2.3265 -1.1027  0.087
C: -7.2378 4.3365 -1.5619  -0.523
C: -6.2974 -5.2006 -0.3300  -0.354
C: -12.2578 8.7978 6.6098  -0.215
C: 10.7441 -3.7408 1.5537  -0.616
C: -4.6556 4.4025 -0.5075  -0.419
C: -2.4215 -1.3778 -2.6429  -0.508
C: -10.9884 5.6611 1.1192  -0.318
C: -2.0565 0.0419 -0.7228  -0.499
C: -13.9896 10.3186 7.3337  -0.379
C: 4.0736 -5.5556 3.3636  -0.524
C: -10.6234 7.0808 3.0393  -0.511
C: -6.1519 3.9592 -2.3515  -0.369
C: 8.6383 -3.2723 -0.6083  -0.134
C: -0.5820 -0.0270 -5.7394  -0.336
C: -0.6648 -0.3743 -8.1285  -0.448
C: -1.9609 0.1811 -5.7211  -0.314
C: 7.5659 -3.0200 -1.8331  -0.684
C: 10.8100 1.3950 -3.7393  -0.426
C: 3.8324 -1.9871 -1.9905  0.357
C: 12.3577 1.2277 -1.8919  -0.419
C: 11.0504 1.2104 -2.3774  -0.275
C: 13.1841 1.6161 -4.1283  -0.394
C: 9.5950 -1.9897 -0.2580  -0.027
C: -7.6524 -4.9528 -0.5474  -0.444
C: -7.0316 4.7537 -0.2468  0.255
C: 6.7280 -1.6149 -1.7329  -0.504
C: 4.7406 -6.7133 2.3781  -0.241
C: 9.3478 -5.3841 3.0952  -0.889
C: -11.9009 7.6181 2.8841  -0.202
C: -12.7201 7.1819 1.8432  -0.485
C: 9.7114 -3.7709 2.8692  -0.219
C: -5.7405 4.7886 0.2791  -0.453
C: -11.4351 9.2407 7.6451  -0.475
C: -8.0686 -3.6993 -0.9968  -0.401
H: 10.3253 -6.0123 2.8273  0.311
H: -7.8772 5.0515 0.3677  0.005
H: -7.4543 -1.7146 -1.5679  0.368
H: 9.3655 -4.1378 -0.9921  0.360
H: 8.4723 -5.6430 2.3635  0.116
H: 2.9177 -3.0441 3.5422  0.312
H: -11.9038 8.0317 5.9244  0.382
H: -13.7133 7.6046 1.7193  0.357
H: -14.9827 10.7413 7.2098  0.347
H: 14.0155 1.7746 -4.8102  0.351
H: -2.4650 0.4023 -4.7843  0.482
H: -2.0675 -2.1439 -3.3283  0.561
H: 6.5209 -1.2647 -2.8551  0.311
H: 9.1111 -5.6410 4.2203  0.319
H: 8.7640 -3.1001 2.7222  0.099
H: 5.7049 -4.2896 2.3951  -0.370
H: 7.2975 -0.7304 -1.2205  0.290
H: -8.2438 4.3067 -1.9711  0.357
H: -12.9041 5.8582 0.1528  0.352
H: 10.1063 -1.5841 -1.2576  0.149
H: -9.1239 -3.5067 -1.1688  0.356
H: 10.2986 -3.4591 3.8605  0.356
H: 9.7919 1.3779 -4.1185  0.360
H: -5.9734 -6.1767 0.0226  0.359
H: 8.9471 -1.0862 0.1606  0.150
H: 4.0224 -8.2454 0.8470  0.302
H: -14.1735 8.9949 5.6434  0.383
H: -8.3842 -5.7358 -0.3670  0.345
H: 2.6827 -6.9655 1.3741  0.177
H: -10.4383 8.8246 7.7634  0.350
H: 8.1400 -3.7155 0.3774  -0.202
H: 4.2693 -5.9305 4.4719  0.326
H: 4.8420 -7.7018 3.0377  0.331
H: -13.5275 11.5149 9.0653  0.345
H: -3.6504 4.4234 -0.0953  0.408
H: -2.6162 -0.2372 -9.0321  0.352
H: 10.2189 1.0534 -1.6954  0.445
H: 11.6890 1.7534 -5.6734  0.354
H: 5.8271 -6.4429 2.0289  -0.017
H: 2.9304 -5.3778 3.1517  0.186
H: -0.0123 0.0264 -4.8150  0.467
H: -10.6344 4.8950 0.4339  0.360
H: 12.5448 1.0854 -0.8304  0.381
H: 4.4299 -5.3558 0.0057  0.157
H: -0.1594 -0.5863 -9.0666  0.358
H: -3.7685 0.2611 -6.8913  0.372
H: -4.3372 -1.1808 -3.6093  0.504
H: 11.8575 -2.1083 0.3285  0.315
H: -3.6912 1.3392 -0.1874  0.461
H: 5.5464 -3.9110 4.2437  0.345
H: -12.2581 8.3782 3.5747  0.383
H: 11.8253 -3.9111 2.0309  0.340
H: -5.0424 -2.1590 -1.1885  0.234
H: -5.1464 0.5657 -2.0428  0.513
H: -9.1689 5.6879 2.2728  0.354
H: -5.5797 5.1162 1.3032  0.349
H: 6.7586 -3.8946 -1.7475  0.237
H: 10.5806 -4.6601 0.8317  0.302
H: -11.2537 10.5593 9.3397  0.351
H: -1.4174 0.3836 0.0870  0.412
H: 4.4894 -1.8634 3.4322  0.353
H: 8.0423 -3.1580 -2.9151  0.352
H: -4.3012 -4.3932 -0.4024  0.416
H: 14.4437 1.4339 -2.3896  0.355
H: -6.3117 3.6397 -3.3784  0.402
H: 1.1417 -0.4612 -6.9571  0.357
H: -0.6020 -1.3511 -1.4893  0.335
H: -4.0153 3.6942 -2.4392  0.397
H: 10.6911 -1.4638 1.6687  0.207
H: 4.7900 -6.8425 -0.8113  0.265
H: -9.9842 7.4226 3.8491  0.381